# 1
# C6H10O

One molecule with the formula C6H10O (ωB97M-V with the def2-TZVPD basis set, OMol25).

The HOMO-LUMO gap comes out at 10.527 eV. As for the energy above the lowest of the compared OMol25 structures with the same formula, charge and spin: 263.4 kJ/mol. The highest occupied orbital energy comes out at -9.5 eV. Its charge is 0. The calculation puts the LUMO energy at 1.03 eV. The total energy is -309.742038 hartree. As for the SMILES: C=CCCCC=O.

```
17
Properties=species:S:1:pos:R:3:forces:R:3:nbo_charge:R:1
C 0.135 1.744 1.778 -3.572 0.057 3.930 -0.439
C 1.109 1.555 0.922 -0.441 -0.258 0.153 -0.184
C 1.091 0.574 -0.214 2.815 1.189 -0.870 -0.425
C -0.260 -0.027 -0.580 1.577 0.207 -0.270 -0.427
C -0.518 -1.530 -0.194 -1.634 3.314 -2.990 -0.502
C -1.200 -2.026 -1.477 0.250 1.406 3.029 0.467
O -0.667 -2.894 -2.063 -0.415 -1.489 -2.438 -0.513
H -0.716 1.029 2.040 0.852 0.519 -1.772 0.187
H -0.115 2.506 2.639 1.993 -0.885 -1.846 0.213
H 2.011 2.080 1.109 0.733 0.865 -0.465 0.205
H 1.965 -0.092 0.021 -1.051 -0.221 -0.415 0.226
H 1.559 1.175 -1.138 -1.168 -1.137 1.780 0.212
H -0.960 0.733 -0.289 -0.890 -0.250 0.830 0.227
H -0.274 0.161 -1.650 -0.198 -0.901 -0.496 0.213
H -1.239 -1.561 0.520 -2.451 0.210 2.370 0.209
H 0.263 -2.035 0.248 2.200 -1.265 -0.109 0.224
H -2.184 -1.392 -1.674 1.400 -1.361 -0.420 0.107
```
Forces are in eV/Å.

***

# 2
# C3H8BrClOSi

A 2-piece molecular cluster, C3H8BrClOSi overall (ωB97M-V with the def2-TZVPD basis set, OMol25).

The HOMO-LUMO gap (alpha / beta) comes out at 7.665 / 6.559 eV. As for the energy above the lowest of the compared OMol25 structures with the same formula, charge and spin: 344.7 kJ/mol. The highest occupied orbital energy (alpha / beta) comes out at -7.8 / -7.0 eV. Its charge is 0. The calculation puts the LUMO energy (alpha / beta) at -0.15 / -0.41 eV. The total energy is -3517.959688 hartree.

```
15
Properties=species:S:1:pos:R:3:forces:R:3:nbo_charge:R:1
C -1.634 -1.452 -0.408 -3.630 -0.057 -0.267 -0.667
C -0.336 -1.666 0.079 6.411 0.439 1.287 -0.029
C 2.090 2.000 -0.857 -3.763 -0.839 0.885 -0.620
O 0.099 -0.576 1.018 -0.672 -0.637 -0.087 -0.980
Si 0.110 0.928 1.498 1.445 0.668 -2.841 1.521
Cl 0.444 1.104 3.440 0.125 0.076 0.936 -0.358
Br 0.591 1.975 -2.180 0.100 0.202 0.540 -0.128
H -2.060 -2.425 -0.669 -0.174 -0.022 0.146 0.234
H -2.192 -1.064 0.495 -0.096 -0.172 -1.397 0.226
H -1.728 -0.877 -1.335 0.112 0.491 0.607 0.241
H 0.538 -1.609 -0.689 -1.724 -0.519 1.046 0.211
H -0.169 -2.547 0.752 -0.464 0.536 -0.951 0.203
H 2.398 2.991 -0.780 0.714 1.398 0.209 0.166
H 2.662 1.281 -1.320 1.872 -1.333 -0.261 0.161
H -0.815 1.936 0.957 -0.256 -0.229 0.146 -0.182
```
Forces are in eV/Å.

***

Q: Look up the total energy of the second one.
A: -3517.959688 hartree